1.
ORCA calculation (ωB97M-V with the def2-TZVPD basis set) on a 5-piece molecular cluster, C26H34Cl16F5N3O7PSSi overall.

Last column: Löwdin charge in e.
Atoms and positions in Å:
C: 3.6996 -1.0455 2.3704  -0.183
Si: 4.4612 0.2780 1.2746  0.581
C: 5.3583 1.5879 2.2714  -0.154
C: 3.1175 1.0549 0.1979  -0.219
C: 2.1187 1.9092 1.0167  -0.160
C: 1.4953 2.9816 0.1475  -0.564
F: 2.3455 3.9732 -0.1016  0.131
F: 1.2116 2.4313 -1.0877  0.070
N: 0.1784 3.5468 0.5883  -0.010
C: -0.9023 2.7635 0.1004  -0.274
N: -1.3997 3.1778 -1.0083  0.201
C: -2.4696 2.5871 -1.8006  -0.121
C: -1.9788 1.5235 -2.8328  -0.082
C: -3.0802 0.5687 -3.1724  -0.212
F: -2.8124 -0.7603 -3.1896  0.051
C: -4.3458 0.9600 -3.5071  -0.312
F: -4.8816 0.8201 -4.7015  0.138
F: -5.2052 1.5398 -2.6838  0.155
N: -1.3288 1.6108 0.7614  0.003
C: -0.8694 0.3299 0.1855  -0.154
O: -1.8983 -0.4273 -0.3758  -0.068
C: -2.1609 -1.6360 0.2894  -0.227
O: -2.8803 -1.3827 1.4610  -0.104
C: -2.6778 -2.3562 2.4812  -0.178
C: -3.2492 -3.7300 2.1678  -0.281
O: -3.0135 -4.5892 3.2717  -0.052
C: -2.6940 1.5975 1.3239  -0.042
C: -3.2391 2.9638 1.7158  -0.481
O: -3.5596 3.7690 0.8853  0.149
O: -3.3728 3.2223 3.0456  0.098
P: 0.1114 4.0448 2.2674  0.156
O: -0.3774 2.8442 3.1727  -0.142
O: -1.0812 5.0936 2.2769  -0.146
S: 1.7441 4.8127 2.8852  0.429
C: 5.7588 -0.5400 0.1974  -0.256
C: 7.0884 -0.6238 0.6182  -0.113
C: 8.0553 -1.2432 -0.1583  -0.085
C: 7.7288 -1.8039 -1.3869  -0.077
C: 6.4181 -1.7031 -1.8349  -0.086
C: 5.4562 -1.0845 -1.0542  -0.100
H: 3.1914 -0.5727 3.2117  0.036
H: 3.0090 -1.6294 1.7604  0.034
H: 4.5007 -1.6902 2.7182  -0.041
H: 4.6991 2.2320 2.8515  0.027
H: 6.0302 1.0656 2.9545  0.037
H: 5.9946 2.1824 1.6162  0.047
H: 3.6265 1.7019 -0.5221  0.095
H: 2.5968 0.3071 -0.4026  0.073
H: 2.6827 2.3522 1.8308  0.068
H: 1.3651 1.2128 1.3863  0.099
H: -0.9800 4.0225 -1.3828  0.138
H: -2.8730 3.4058 -2.3921  0.111
H: -3.2956 2.2130 -1.2093  0.112
H: -1.0689 1.0259 -2.5055  0.118
H: -1.7541 2.0660 -3.7479  0.059
H: -0.0919 0.5153 -0.5552  0.130
H: -0.3915 -0.2524 0.9805  0.140
H: -1.2426 -2.2038 0.4870  0.149
H: -2.7688 -2.2217 -0.4031  0.130
H: -3.1915 -1.9774 3.3664  0.132
H: -1.6195 -2.4339 2.7529  0.134
H: -4.3249 -3.6624 1.9872  0.109
H: -2.7803 -4.1802 1.2988  0.074
H: -3.5410 -4.2753 4.0125  0.093
H: -3.4302 1.1500 0.6550  0.134
H: -2.6892 0.9635 2.2064  0.132
H: -4.1895 2.8064 3.3578  0.141
H: -0.1332 1.9779 2.8227  0.077
H: -0.9973 5.6361 1.4790  0.098
H: 7.4085 -0.2021 1.5629  0.097
H: 9.0799 -1.3028 0.1837  0.106
H: 8.4832 -2.3077 -1.9733  0.105
H: 6.1775 -2.1217 -2.8031  0.103
H: 4.4414 -1.0399 -1.4344  0.093
C: -5.6325 -5.9212 -0.4825  -2.040
Cl: -7.0762 -4.9565 -0.7687  0.512
Cl: -5.5762 -6.4473 1.1998  0.563
Cl: -5.6319 -7.3262 -1.5463  0.545
Cl: -4.2085 -4.9185 -0.8309  0.539
C: 5.5694 -4.4763 3.9309  -2.049
Cl: 6.2414 -3.7389 2.4692  0.544
Cl: 6.3556 -3.7827 5.3501  0.533
Cl: 3.8313 -4.1548 4.0065  0.530
Cl: 5.8438 -6.2166 3.8918  0.540
C: -0.8408 4.8118 -5.7294  -2.031
Cl: -0.9810 4.6060 -3.9532  0.554
Cl: -2.2494 5.6849 -6.3081  0.565
Cl: 0.6237 5.7089 -6.0834  0.570
Cl: -0.7714 3.2140 -6.4700  0.555
C: -6.8640 -3.1869 -4.5870  -2.038
Cl: -6.5179 -4.7788 -3.9211  0.502
Cl: -8.4031 -2.6009 -3.9502  0.536
Cl: -5.5640 -2.0814 -4.1018  0.556
Cl: -6.9412 -3.2680 -6.3451  0.549

Forces on the atoms, in the same order (eV/Å):
C 0.1 0.8 -0.4
Si 0.4 -0.4 0.1
C -0.1 -0.3 -0.2
C 0.1 0.4 -0.1
C 0.8 -0.8 -0.6
C 0.0 -0.2 -0.4
F -0.1 0.1 0.2
F -0.1 0.1 0.0
N -0.1 -0.9 0.6
C 0.1 0.2 -0.3
N -0.3 -0.1 0.1
C -0.2 -0.2 -1.0
C -0.4 0.2 1.0
C -0.9 0.2 1.1
F 0.7 0.2 -1.7
C 0.4 -0.4 -0.3
F -0.6 -1.2 0.5
F 0.6 1.4 -0.4
N -0.4 0.5 -0.3
C 0.3 -0.7 0.5
O 0.2 0.3 -0.1
C -0.6 -0.5 -0.4
O 0.3 0.0 0.1
C -0.1 0.1 0.3
C -0.2 0.0 0.5
O 0.2 0.0 -0.1
C -0.3 -0.3 0.7
C -0.3 0.6 -0.2
O 0.4 -0.1 0.0
O -0.2 -0.4 -0.3
P 2.0 1.5 1.1
O -0.7 0.0 -0.5
O -0.5 -1.0 -0.6
S -0.1 -0.2 -0.4
C 0.0 0.1 -0.3
C 0.1 0.0 0.0
C 0.2 -0.2 -0.2
C -0.3 0.2 0.3
C 0.3 -0.2 -0.2
C -0.2 0.0 0.0
H -0.1 -0.3 0.1
H -0.1 -0.2 0.2
H -0.1 0.0 0.2
H 0.1 0.1 0.1
H -0.1 0.1 0.2
H -0.1 0.2 0.0
H 0.1 0.0 0.0
H 0.0 -0.1 0.0
H -0.5 0.3 0.2
H -0.2 0.3 0.3
H 0.1 0.0 0.1
H -0.1 0.2 0.2
H 0.3 0.0 0.5
H -0.1 -0.2 0.1
H 0.4 -0.1 0.0
H -0.1 0.3 -0.1
H -0.1 0.0 0.1
H 0.1 0.2 0.2
H 0.0 0.1 -0.1
H 0.0 0.1 0.0
H 0.1 -0.1 -0.2
H 0.0 0.1 -0.3
H 0.1 -0.1 0.0
H 0.0 -0.1 0.1
H 0.1 0.0 -0.2
H 0.2 0.0 0.0
H 0.1 0.1 0.3
H -0.1 -0.1 0.1
H -0.2 0.4 0.2
H -0.1 0.0 0.1
H 0.0 0.1 0.1
H 0.0 0.0 -0.1
H -0.2 0.0 0.0
H 0.0 0.0 0.0
C 0.0 0.0 0.0
Cl -0.2 0.0 0.4
Cl 0.0 0.0 0.0
Cl 0.0 0.0 0.0
Cl 0.0 -0.1 -0.2
C 0.1 0.0 0.0
Cl 0.0 0.0 0.0
Cl 0.0 0.0 0.0
Cl 0.0 -0.1 0.0
Cl 0.0 0.0 0.0
C 0.0 0.0 -0.2
Cl 0.1 0.2 0.0
Cl 0.0 0.0 0.0
Cl 0.0 0.0 0.0
Cl 0.0 0.0 0.0
C 0.0 0.0 0.0
Cl 0.0 -0.1 -0.4
Cl 0.0 0.0 0.0
Cl 0.0 -0.1 0.0
Cl 0.0 0.0 0.0

Summary:
HOMO-LUMO gap in eV: 6.85
Charge: +1
E_HOMO in eV: -11.10

2.
ORCA calculation (ωB97M-V with the def2-TZVPD basis set) on C26H34ClF5LaN3O4 as an isolated structure.

Last column: Löwdin charge in e.
Atoms and positions in Å:
O: 0.5936 0.8973 -3.8716  -0.024
C: 1.2938 1.8366 -3.4869  -0.162
C: 2.6222 1.6833 -2.7917  -0.182
C: 3.0404 0.4252 -2.2899  -0.025
H: 2.3074 -0.3524 -2.0451  0.105
C: 4.3874 0.1922 -2.0537  -0.058
H: 4.7232 -0.7941 -1.7236  0.114
C: 5.3145 1.2229 -2.2910  -0.061
H: 6.3784 1.0032 -2.3586  0.107
C: 4.8726 2.5353 -2.5277  -0.069
H: 5.5892 3.3624 -2.6125  0.112
C: 3.5127 2.7709 -2.7202  -0.039
H: 3.1245 3.7899 -2.8334  0.121
H: 0.7982 2.8469 -3.3777  0.137
C: -0.7101 3.6373 0.2459  -0.213
C: 0.1078 2.7362 1.1083  -0.593
H: -0.1585 4.5824 0.0915  0.069
H: -1.6678 3.8519 0.7332  0.052
H: -0.8889 3.2941 -0.7873  0.037
C: 1.4306 2.9322 1.1986  -0.307
C: 2.0847 3.8261 2.2359  -0.117
H: 2.1558 2.4706 0.5010  0.077
H: 2.9990 4.2792 1.8171  0.055
H: 2.3905 3.1786 3.0718  0.073
H: 1.4396 4.6357 2.6238  0.077
La: -0.6309 0.4747 0.9663  1.745
Cl: -0.7320 1.4737 3.4637  -0.102
C: -1.9701 -1.4409 3.3470  -0.375
O: -2.3443 -1.0614 2.2019  -0.191
N: -2.6586 -2.1980 4.1993  -0.172
C: -4.0596 -2.5117 3.9764  -0.032
C: -2.1208 -2.5111 5.5255  -0.029
H: -0.9957 -1.1172 3.7289  0.066
H: -4.3669 -2.2994 2.9503  0.090
H: -4.6788 -1.9346 4.6736  0.095
H: -4.2198 -3.5678 4.2052  0.088
H: -1.0483 -2.2808 5.5238  0.097
H: -2.2849 -3.5746 5.7420  0.092
H: -2.6370 -1.9024 6.2834  0.096
H: 0.8454 -2.8745 -4.6018  0.093
H: 0.6159 -4.3581 -2.5898  0.095
C: 1.1170 -2.1307 -3.8421  -0.045
C: 0.5068 -3.5323 -1.8816  -0.013
N: 0.3209 -2.2960 -2.6312  -0.160
H: 0.9607 -1.1217 -4.2422  0.067
C: -0.4039 -1.3022 -2.1223  -0.286
O: -0.7592 -1.2306 -0.9154  -0.182
H: -0.3461 -3.7240 -1.2273  0.096
H: -0.6940 -0.5186 -2.8314  0.117
H: 2.1805 -2.2752 -3.5989  0.096
H: 1.4225 -3.4859 -1.2771  0.099
H: -6.0323 2.0636 -0.5631  0.100
H: -5.5256 1.5910 -3.2507  0.097
C: -5.0852 2.6117 -0.6371  -0.008
C: -4.5898 2.1247 -3.0396  -0.032
N: -4.2088 1.9993 -1.6345  -0.165
H: -4.5844 2.6207 0.3321  0.096
C: -3.1109 1.3384 -1.2926  -0.252
O: -2.6697 1.2517 -0.1078  -0.200
H: -3.7888 1.7036 -3.6559  0.090
H: -2.5708 0.8662 -2.1321  0.139
H: -5.3274 3.6312 -0.9520  0.095
H: -4.7339 3.1800 -3.3004  0.096
F: -0.6763 -3.5091 1.5503  0.038
C: 0.6185 -3.1069 1.6901  -0.275
C: 0.9625 -1.7693 1.5977  -0.095
C: 2.3062 -1.4505 1.6683  -0.262
F: 2.6987 -0.1348 1.5657  0.009
C: 3.3122 -2.4302 1.7797  -0.148
F: 4.6188 -2.0876 1.6974  0.076
C: 2.9419 -3.7732 1.9055  -0.142
F: 3.8878 -4.7333 2.0256  0.087
C: 1.5868 -4.1173 1.8782  -0.150
F: 1.2111 -5.4122 1.9931  0.078

Forces on the atoms, in the same order (eV/Å):
O 1.3 1.4 0.0
C -1.3 -0.5 2.2
C -0.1 -0.3 -0.2
C -0.1 0.2 -0.2
H 0.2 0.3 -0.5
C 0.2 0.3 -0.1
H -0.1 0.4 -0.1
C -0.3 0.2 -0.3
H -0.2 0.1 0.5
C 0.1 -0.4 0.1
H -0.3 -0.4 0.1
C -0.4 -0.2 -0.3
H 0.2 -0.4 -0.3
H 0.7 -0.4 -0.7
C -0.9 1.9 1.9
C 1.4 0.0 -3.7
H -0.4 0.1 0.1
H -0.4 0.3 -0.5
H -0.1 -0.4 0.2
C 0.5 0.8 1.0
C 0.4 0.8 -1.0
H 0.3 -1.3 1.1
H 0.0 0.0 0.3
H -0.2 0.2 -0.1
H 0.0 -0.5 -0.1
La 0.5 -2.2 0.8
Cl -0.3 -0.1 1.0
C 0.0 0.7 -1.4
O 0.0 -0.6 1.8
N -0.3 0.1 -0.2
C -0.1 -0.2 0.2
C -0.1 0.3 -0.4
H 0.0 -0.2 0.0
H 0.3 0.0 0.2
H 0.0 0.0 -0.1
H 0.0 0.0 -0.2
H -0.3 -0.1 0.1
H 0.1 0.3 0.0
H 0.2 -0.2 -0.1
H 0.0 0.1 0.2
H -0.1 0.1 0.0
C -0.2 0.0 -0.4
C 0.4 -0.1 0.3
N -0.2 -0.2 0.1
H 0.2 -0.4 0.1
C -0.2 0.1 1.3
O 0.1 -0.3 -2.0
H 0.2 0.2 -0.1
H 0.3 -0.1 0.0
H -0.3 0.1 0.0
H -0.2 0.0 0.0
H 0.2 -0.1 0.0
H 0.2 0.1 0.1
C 0.0 0.1 0.0
C 0.0 -0.1 0.0
N -0.1 0.0 -0.2
H -0.1 0.0 -0.2
C 0.7 0.0 1.9
O -1.4 0.2 -2.4
H -0.2 0.1 0.0
H -0.2 0.2 0.2
H 0.2 -0.1 0.1
H 0.1 -0.2 0.1
F 0.2 0.0 0.1
C 1.5 0.0 0.0
C 0.0 0.4 0.0
C 0.0 -1.3 0.0
F -0.1 -0.6 0.0
C -0.4 0.6 -0.2
F -0.3 -0.3 0.2
C -0.1 0.2 0.0
F -0.4 0.4 0.0
C -0.6 0.5 -0.2
F 0.3 0.3 0.0

Summary:
HOMO-LUMO gap in eV: 4.16
Charge: 0
E_HOMO in eV: -4.78

3.
ORCA calculation (ωB97M-V with the def2-TZVPD basis set) on C26H34CrN8O4P as an isolated structure.

Last column: Löwdin charge in e.
Atoms and positions in Å:
Cr: -0.2573 -1.6802 0.1329  0.971
N: -1.4022 -3.0344 -1.6229  0.007
C: -2.5883 -3.4696 -0.8964  -0.168
C: -2.2105 -3.8818 0.5423  -0.553
O: -2.8060 -4.8164 1.0826  0.009
N: -1.2442 -3.1377 1.0655  -0.074
C: -0.7754 -3.5458 2.3686  -0.120
C: 0.5155 -2.7724 2.6749  -0.651
O: 1.0537 -2.8651 3.7731  0.022
O: 0.9525 -2.0833 1.6974  -0.148
H: -1.6551 -2.5622 -2.4850  0.097
H: -0.8091 -3.8278 -1.8494  0.102
H: -3.1014 -4.3159 -1.3784  0.114
H: -3.2897 -2.6315 -0.8378  0.111
H: -0.5504 -4.6247 2.3861  0.134
H: -1.5285 -3.3545 3.1444  0.128
N: 2.1788 3.0292 -8.6796  0.132
C: 1.8886 2.5495 -7.6715  -0.225
C: 1.5338 1.9653 -6.4529  -0.255
C: 0.2740 1.3625 -6.2918  -0.028
C: -0.0697 0.7831 -5.0978  -0.028
C: 0.8286 0.7541 -4.0170  -0.165
C: 2.0824 1.3706 -4.1877  -0.035
C: 2.4298 1.9672 -5.3703  -0.026
C: 0.5109 0.0698 -2.7864  -0.083
C: 1.4881 -0.8105 -2.2525  -0.264
C: 2.7122 -1.2008 -2.8345  -0.060
C: 3.2869 -2.1322 -1.9774  -0.102
C: 2.4003 -2.2876 -0.9234  -0.180
N: 1.3169 -1.5034 -1.0811  -0.074
C: -0.7480 0.2802 -2.1696  -0.263
C: -1.7642 1.1811 -2.5417  -0.057
C: -2.7794 1.0559 -1.5967  -0.110
C: -2.3496 0.1005 -0.6894  -0.211
N: -1.1263 -0.3598 -1.0150  -0.088
H: -0.4096 1.3483 -7.1298  0.113
H: -1.0233 0.2863 -4.9911  0.114
H: 2.7606 1.3892 -3.3471  0.118
H: 3.3923 2.4470 -5.4830  0.114
H: 3.1081 -0.8666 -3.7748  0.091
H: 4.2286 -2.6343 -2.0984  0.081
H: 2.4898 -2.9166 -0.0559  0.098
H: -1.7558 1.8499 -3.3795  0.090
H: -3.7167 1.5836 -1.5699  0.084
H: -2.8610 -0.2928 0.1755  0.100
C: -1.1600 -0.4633 4.8573  -0.100
N: -0.6464 0.7867 4.3468  -0.310
C: -0.8060 1.8990 5.2451  -0.111
P: -0.3268 0.9344 2.7045  0.595
O: -1.0427 -0.1052 1.9387  -0.274
N: 1.3511 1.0506 2.5910  -0.303
C: 1.8419 1.0847 1.2257  -0.102
C: 2.1806 0.2427 3.4606  -0.101
N: -0.7313 2.4817 2.1989  -0.304
C: 0.1090 3.6335 2.4001  -0.137
C: -2.0190 2.7634 1.6188  -0.106
H: -0.7301 -0.6500 5.8457  0.088
H: -0.8614 -1.2731 4.1974  0.051
H: -2.2517 -0.4435 4.9424  0.088
H: -0.3896 1.6399 6.2244  0.082
H: -1.8644 2.1566 5.3862  0.085
H: -0.2785 2.7672 4.8661  0.061
H: 1.0823 1.5353 0.5875  0.082
H: 2.0628 0.0787 0.8531  0.070
H: 2.7569 1.6842 1.1914  0.089
H: 1.7369 0.2181 4.4535  0.076
H: 3.1704 0.7059 3.5155  0.083
H: 2.2860 -0.7860 3.1017  0.067
H: 1.0400 3.3016 2.8505  0.071
H: -0.3755 4.3687 3.0559  0.077
H: 0.3277 4.1241 1.4449  0.086
H: -2.5804 1.8356 1.5483  0.065
H: -1.9076 3.1813 0.6111  0.087
H: -2.5833 3.4804 2.2314  0.080

Forces on the atoms, in the same order (eV/Å):
Cr -0.2 -0.8 0.4
N 0.4 0.0 0.3
C -0.2 -0.5 0.2
C -0.8 -0.3 -0.9
O 0.2 0.2 0.1
N 0.4 0.3 0.0
C 0.3 0.2 0.2
C -0.7 -1.0 0.9
O -0.1 0.1 -0.1
O 0.4 0.9 -1.4
H 0.2 0.1 0.1
H -0.1 0.1 0.0
H 0.1 0.2 0.2
H 0.1 0.0 0.0
H -0.1 0.3 0.1
H 0.2 -0.1 0.0
N 0.0 -0.1 0.1
C 0.4 0.6 -1.3
C -0.4 -0.7 1.4
C 0.4 0.3 -0.3
C 0.1 -0.1 0.3
C 0.1 0.2 -0.4
C -0.3 0.0 0.2
C -0.1 0.1 -0.5
C 0.1 -0.1 0.2
C 0.1 0.1 -0.4
C -0.2 0.1 0.0
C 0.0 -0.2 0.3
C 0.6 -0.5 0.2
N -0.3 0.2 0.2
C 0.1 0.3 -0.3
C 0.3 -0.1 0.0
C -0.2 -0.3 0.3
C -0.8 0.2 0.3
N 0.1 0.4 0.0
H 0.0 0.0 0.0
H 0.0 0.0 0.0
H 0.1 0.0 0.0
H 0.0 0.0 0.0
H 0.0 0.0 -0.1
H 0.1 -0.1 0.0
H 0.0 -0.1 0.1
H 0.1 0.1 -0.2
H -0.1 0.0 0.0
H 0.0 0.1 0.1
C 0.0 -0.2 0.0
N 0.0 -0.1 -0.8
C 0.0 0.1 -0.1
P 1.0 1.5 0.9
O -0.1 -0.6 -0.4
N -1.2 -0.5 0.1
C 0.2 0.0 -0.2
C 0.3 -0.2 0.3
N 0.2 -0.7 0.3
C 0.1 0.1 0.0
C -0.3 0.0 0.0
H 0.0 -0.1 0.0
H -0.1 -0.1 0.2
H -0.1 -0.1 0.0
H 0.0 0.1 0.0
H 0.0 0.1 0.0
H 0.0 0.2 0.0
H 0.1 0.1 -0.2
H 0.0 0.1 0.0
H 0.0 0.0 -0.1
H 0.1 0.0 0.1
H 0.0 0.0 0.1
H 0.0 0.1 0.1
H 0.1 0.2 0.0
H 0.0 0.0 0.0
H 0.0 0.0 0.0
H -0.1 0.1 -0.1
H 0.0 -0.1 0.0
H 0.0 0.0 0.0

Summary:
HOMO-LUMO gap (alpha / beta) in eV: 5.30 / 6.82
Charge: -1
2S+1: 5
Expectation value of S²: 6.064
E_HOMO (alpha / beta) in eV: -3.02 / -4.81